Molecular formula: C3H14N2O2
Method: DFT, ωB97M-V/def2-TZVPD

Cartesian coordinates (Å):
N 2.606 -2.374 2.000
C 2.257 -2.013 0.647
C 1.687 -0.585 0.551
C 1.063 -0.340 -0.834
N 0.412 0.995 -0.940
H 2.489 -3.332 2.261
H 3.089 -1.809 2.666
H 1.428 -2.668 0.372
H 3.108 -2.144 -0.031
H 0.886 -0.558 1.296
H 2.455 0.143 0.788
H 0.229 -1.040 -0.899
H 1.811 -0.449 -1.615
H -0.396 0.908 -0.333
H 0.952 1.737 -0.513
H -1.777 3.950 -1.679
H -0.374 3.707 -2.241
O -1.116 4.320 -2.269
H -4.783 -0.477 1.209
H -6.208 -1.000 1.388
O -5.657 -0.490 0.785

Cartesian forces (eV/Å) of the 3 atoms listed first:
N -0.523 -0.451 0.256
C -0.023 0.605 0.565
C -0.125 -1.057 -0.368

Computed properties:
- energy relative to the best compared isomer or geometry (same formula, charge and spin) (kcal per mole) = 26.2
- orbital gap (eV) = 9.27
- E_LUMO (eV) = 0.5
- SMILES = NCCCN.O.O
- max |F| (hartree/bohr) = 0.031
- E_tot (eV) = -10412.6549

=====

Molecular formula: C12H17N3O6
Method: DFT, ωB97M-V/def2-TZVPD

Cartesian coordinates (Å):
C -1.871 -2.708 0.275
C -3.003 -1.866 0.834
H -3.068 -1.970 1.923
H -3.967 -2.141 0.397
O -2.741 -0.487 0.539
C -3.798 0.314 0.411
O -4.941 -0.005 0.572
N -3.434 1.626 0.142
C -2.197 2.162 -0.143
O -1.970 3.337 0.019
C -1.194 1.211 -0.684
C 0.072 1.207 -0.212
N 1.037 0.377 -0.672
C 0.762 -0.552 -1.665
O 1.579 -1.359 -2.047
N -0.498 -0.476 -2.191
C -1.566 0.317 -1.776
O -2.639 0.233 -2.321
H -0.696 -1.131 -2.940
C 2.334 0.267 -0.009
C 2.949 1.632 0.304
C 4.465 1.546 0.449
H 4.874 2.533 0.643
H 4.743 0.895 1.273
H 4.916 1.162 -0.463
H 2.708 2.318 -0.510
H 2.526 2.036 1.226
H 2.974 -0.263 -0.726
C 2.159 -0.620 1.239
O 1.483 -1.813 0.948
H 1.936 -2.268 0.226
H 1.542 -0.107 1.981
H 3.145 -0.822 1.679
H 0.352 1.875 0.589
H -4.184 2.297 0.272
H -2.020 -3.745 0.563
H -1.855 -2.644 -0.809
H -0.914 -2.368 0.664

Cartesian forces (eV/Å) of the 3 atoms listed first:
C -0.191 0.424 0.129
C -0.244 -0.528 0.021
H -0.055 0.046 -0.147

Computed properties:
- energy relative to the best compared isomer or geometry (same formula, charge and spin) (kcal per mole) = 1.3
- orbital gap (eV) = 9.63
- E_LUMO (eV) = 0.3
- SMILES = CCOC(=O)NC(=O)c1cn([C@@H](CC)CO)c(=O)[nH]c1=O
- max |F| (hartree/bohr) = 0.017
- E_tot (eV) = -29477.3422

=====

- The lowest orbital gap belongs to which entry?
  C3H14N2O2

=====

What did the first record say?
Molecular formula: C3H14N2O2
Method: DFT, ωB97M-V/def2-TZVPD

Cartesian coordinates (Å):
N 2.606 -2.374 2.000
C 2.257 -2.013 0.647
C 1.687 -0.585 0.551
C 1.063 -0.340 -0.834
N 0.412 0.995 -0.940
H 2.489 -3.332 2.261
H 3.089 -1.809 2.666
H 1.428 -2.668 0.372
H 3.108 -2.144 -0.031
H 0.886 -0.558 1.296
H 2.455 0.143 0.788
H 0.229 -1.040 -0.899
H 1.811 -0.449 -1.615
H -0.396 0.908 -0.333
H 0.952 1.737 -0.513
H -1.777 3.950 -1.679
H -0.374 3.707 -2.241
O -1.116 4.320 -2.269
H -4.783 -0.477 1.209
H -6.208 -1.000 1.388
O -5.657 -0.490 0.785

Cartesian forces (eV/Å) of the 3 atoms listed first:
N -0.523 -0.451 0.256
C -0.023 0.605 0.565
C -0.125 -1.057 -0.368

Computed properties:
- energy relative to the best compared isomer or geometry (same formula, charge and spin) (kcal per mole) = 26.2
- orbital gap (eV) = 9.27
- E_LUMO (eV) = 0.5
- SMILES = NCCCN.O.O
- max |F| (hartree/bohr) = 0.031
- E_tot (eV) = -10412.6549

=====

- Number 1 is which compound?
  C3H14N2O2